Below is a 2-piece molecular cluster, C5H11O3 overall at a distorted geometry, with properties calculated with ωB97M-V/def2-TZVPD.

Geometry as XYZ:
```
19
Properties=species:S:1:pos:R:3:mulliken_charge:R:1
C 1.498 2.205 -1.366 -0.79
C -0.015 2.422 -1.605 0.52
O -0.760 1.984 -0.688 -0.73
O -0.341 3.034 -2.635 -0.73
H 1.939 3.000 -0.768 0.24
H 2.067 2.192 -2.295 0.24
H 1.664 1.281 -0.813 0.23
C -0.987 -1.286 0.905 0.64
C -0.183 -1.545 -0.360 -1.00
C -0.337 -1.856 2.157 -1.36
O -1.189 0.107 1.123 -0.56
H -2.002 -1.662 0.784 0.14
H -0.824 -1.504 -1.241 0.32
H 0.516 -1.211 2.382 0.30
H -1.001 -1.757 3.010 0.33
H 0.001 -2.843 1.935 0.38
H -0.977 0.634 0.312 0.42
H 0.392 -2.472 -0.385 0.37
H 0.538 -0.724 -0.452 0.04
```

Output
- net charge = -1
- highest occupied orbital energy (eV) = -4.413
- multiplicity = 1
- LUMO energy (eV) = 3.73
- gap between HOMO and LUMO (eV) = 8.1421
- energy (Ha) = -422.89685
- relative energy (zero: lowest compared OMol25 entry of this formula, charge and spin) (kcal per mole) = 10.6

=====

Below is a 2-piece molecular cluster, C5H11O3 overall at a distorted geometry, with properties calculated with ωB97M-V/def2-TZVPD.

Geometry as XYZ:
```
19
Properties=species:S:1:pos:R:3:mulliken_charge:R:1
C 1.107 2.773 1.430 -0.91
C 0.447 2.568 0.046 0.67
O -0.430 3.428 -0.201 -0.71
O 0.842 1.602 -0.657 -0.83
H 1.131 3.840 1.642 0.32
H 2.114 2.360 1.553 0.28
H 0.466 2.286 2.171 0.18
C -0.300 -1.182 -0.464 0.70
C -1.561 -1.583 0.345 -1.24
C 0.370 -2.436 -1.082 -1.41
O -0.680 -0.323 -1.523 -0.67
H 0.421 -0.675 0.177 0.27
H -1.389 -2.629 0.625 0.30
H -0.250 -3.141 -1.629 0.30
H 1.112 -2.017 -1.764 0.35
H 0.944 -2.884 -0.263 0.37
H -0.210 0.539 -1.357 0.39
H -2.429 -1.525 -0.302 0.33
H -1.705 -1.001 1.253 0.29
```

Output
- net charge = -1
- highest occupied orbital energy (eV) = -4.507
- multiplicity = 1
- LUMO energy (eV) = 3.85
- gap between HOMO and LUMO (eV) = 8.3581
- energy (Ha) = -422.89731
- relative energy (zero: lowest compared OMol25 entry of this formula, charge and spin) (kcal per mole) = 10.3

=====

Below is C5H11O3Zn as an isolated structure at a distorted geometry, with properties calculated with ωB97M-V/def2-TZVPD.

Geometry as XYZ:
```
20
Properties=species:S:1:pos:R:3:mulliken_spin:R:1
O 2.905 0.759 0.012 0.10
C 2.471 0.449 1.268 -0.01
C 1.643 -0.839 1.325 0.01
O 0.598 -0.847 0.343 0.00
C -0.765 -0.863 0.723 0.01
C -1.487 0.187 -0.089 0.02
O -1.061 0.070 -1.445 -0.04
C -1.854 0.807 -2.368 -0.02
Zn 0.966 -0.233 -1.528 0.89
H 1.850 1.260 1.724 0.00
H 3.293 0.263 2.005 0.01
H 1.188 -0.999 2.316 0.00
H 2.277 -1.679 1.006 0.00
H -0.910 -0.660 1.792 0.00
H -1.146 -1.868 0.489 0.00
H -1.252 1.200 0.272 0.00
H -2.572 0.023 -0.020 0.00
H -1.356 0.757 -3.342 0.02
H -2.852 0.356 -2.437 0.00
H -1.940 1.855 -2.046 0.00
```

Output
- highest occupied orbital energy (alpha / beta) (eV) = -6.659 / -7.209
- multiplicity = 2
- LUMO energy (alpha / beta) (eV) = 0.38 / -0.51
- gap between HOMO and LUMO (alpha / beta) (eV) = 7.0356 / 6.6950
- energy (Ha) = -2202.01212
- relative energy (zero: lowest compared OMol25 entry of this formula, charge and spin) (kcal per mole) = 11.2
- expectation value of S² = 0.755

=====

Below is a 2-piece molecular cluster, C5H11O4P overall at a distorted geometry, with properties calculated with ωB97M-V/def2-TZVPD.

Geometry as XYZ:
```
21
Properties=species:S:1:pos:R:3:mulliken_charge:R:1
C 1.472 -1.914 1.440 -0.83
C 1.525 -0.923 0.566 0.46
C 2.134 0.518 -1.221 -0.65
C -0.870 2.804 0.445 -0.85
C -2.063 -1.841 -0.712 -0.64
O -1.721 0.022 1.431 -0.67
O 2.491 -0.264 -0.055 -0.37
O -0.742 1.620 -0.369 -0.28
O -1.476 -0.604 -0.926 -0.25
P -0.788 0.169 0.335 0.73
H 0.484 -2.168 1.752 0.32
H 2.288 -2.487 1.487 0.39
H 1.823 1.548 -0.874 0.25
H 1.182 0.229 -1.577 0.36
H 2.997 0.490 -1.824 0.30
H 0.051 2.688 0.968 0.37
H -1.624 2.797 1.136 0.37
H -0.710 3.747 -0.128 0.26
H -2.499 -1.802 0.347 0.31
H -1.166 -2.659 -0.735 0.20
H -2.790 -1.971 -1.485 0.23
```

Output
- highest occupied orbital energy (eV) = -9.013
- multiplicity = 1
- LUMO energy (eV) = 0.13
- gap between HOMO and LUMO (eV) = 9.1441
- energy (Ha) = -839.31870
- relative energy (zero: lowest compared OMol25 entry of this formula, charge and spin) (kcal per mole) = 116.4

=====

Below is C5H11O4Pr as an isolated structure at a distorted geometry, with properties calculated with ωB97M-V/def2-TZVPD.

Geometry as XYZ:
```
21
Properties=species:S:1:pos:R:3:mulliken_spin:R:1
O 2.427 0.197 -0.987 -0.02
C 2.602 -0.440 0.219 0.00
C 1.557 -1.548 0.359 0.00
O 0.317 -0.921 0.067 0.00
C -0.970 -1.482 0.197 0.00
C -1.893 -0.284 0.260 0.00
O -1.634 0.613 -0.825 0.00
C -1.547 1.994 -0.571 0.00
Pr 0.701 0.792 -1.421 2.02
H 3.601 -0.904 0.311 0.00
H 1.544 -1.961 1.379 0.00
H 1.690 -2.337 -0.399 0.00
H -1.059 -2.060 1.128 0.00
H -1.186 -2.161 -0.640 0.00
H -1.621 0.268 1.174 0.00
H -2.943 -0.601 0.247 0.00
H -2.092 2.600 -1.303 0.00
H -1.972 2.190 0.422 0.00
O -0.071 2.363 -0.301 0.00
H 0.102 3.302 -0.432 0.00
H 2.447 0.381 1.115 0.00
```

Output
- net charge = +2
- highest occupied orbital energy (alpha / beta) (eV) = -18.300 / -18.614
- multiplicity = 3
- LUMO energy (alpha / beta) (eV) = -7.82 / -7.73
- gap between HOMO and LUMO (alpha / beta) (eV) = 10.4821 / 10.8839
- energy (Ha) = -1014.42869
- expectation value of S² = 2.003

=====

Below is C5H11P as an isolated structure at a distorted geometry, with properties calculated with ωB97M-V/def2-TZVPD.

Geometry as XYZ:
```
17
Properties=species:S:1:pos:R:3:mulliken_charge:R:1
C 0.053 -0.791 0.197 -0.69
C -0.468 -1.718 -0.569 0.50
C -1.555 -1.535 -1.565 -1.09
C 1.509 1.390 -0.375 -1.05
C -0.131 1.316 1.827 -1.09
P -0.218 0.976 0.018 0.03
H 0.972 -1.011 1.257 0.05
H -0.247 -2.795 -0.623 0.35
H -2.563 -1.827 -1.146 0.22
H -1.265 -2.164 -2.342 0.38
H -1.604 -0.528 -1.992 0.39
H 1.981 0.812 -1.173 0.36
H 1.681 2.426 -0.599 0.39
H 2.336 1.286 0.465 0.27
H 0.616 0.667 2.257 0.36
H -0.053 2.509 2.026 0.28
H -1.045 0.988 2.338 0.35
```

Output
- highest occupied orbital energy (eV) = -8.716
- multiplicity = 1
- LUMO energy (eV) = 1.12
- gap between HOMO and LUMO (eV) = 9.8404
- energy (Ha) = -538.36181
- relative energy (zero: lowest compared OMol25 entry of this formula, charge and spin) (kcal per mole) = 40.4

=====

Below is one molecule with the formula C5H11P at a distorted geometry, with properties calculated with ωB97M-V/def2-TZVPD.

Geometry as XYZ:
```
17
Properties=species:S:1:pos:R:3:mulliken_spin:R:1
C -0.995 -1.118 -0.687 0.22
C -1.326 0.276 -0.223 0.47
C -2.600 0.649 0.493 0.03
C 2.776 0.226 0.627 -0.03
C 1.700 0.000 -0.435 0.17
P 0.112 -0.536 0.641 1.11
H -1.706 -1.883 -0.354 0.00
H -0.666 -1.472 -1.672 -0.01
H -1.090 0.966 -0.906 0.02
H -2.755 -0.258 1.128 0.00
H -3.422 0.869 -0.222 0.01
H -2.303 1.405 1.230 -0.01
H 2.622 1.248 0.985 -0.01
H 2.584 -0.509 1.377 0.01
H 3.866 0.134 0.161 0.00
H 1.900 -0.883 -1.146 0.01
H 1.304 0.884 -0.997 0.02
```

Output
- highest occupied orbital energy (alpha / beta) (eV) = -3.873 / -9.447
- multiplicity = 3
- LUMO energy (alpha / beta) (eV) = 1.20 / -2.68
- gap between HOMO and LUMO (alpha / beta) (eV) = 5.0736 / 6.7681
- energy (Ha) = -538.20245
- relative energy (zero: lowest compared OMol25 entry of this formula, charge and spin) (kcal per mole) = 69.2
- expectation value of S² = 2.006

=====

Below is a 2-piece molecular cluster, C5H12 overall at a distorted geometry, with properties calculated with ωB97M-V/def2-TZVPD.

Geometry as XYZ:
```
17
Properties=species:S:1:pos:R:3:mulliken_spin:R:1
C 1.865 1.293 -1.889 -0.02
C 2.456 0.591 -0.566 0.11
H 2.514 1.126 -2.891 0.00
H 2.028 2.353 -1.659 0.00
H 0.833 1.117 -2.011 0.01
H 3.598 0.719 -0.427 -0.01
H 2.024 1.098 0.297 -0.02
H 2.153 -0.528 -0.499 -0.03
C -2.413 0.141 1.271 -0.05
C -2.013 -1.102 0.591 0.48
C -1.125 -2.009 1.087 0.34
H -1.793 0.354 2.177 0.00
H -2.390 0.968 0.620 0.01
H -3.471 0.421 1.434 0.04
H -2.833 -1.666 -0.060 0.08
H -0.499 -2.587 0.370 -0.01
H -0.934 -2.289 2.155 0.05
```

Output
- net charge = -1
- highest occupied orbital energy (alpha / beta) (eV) = 0.802 / -1.709
- multiplicity = 2
- LUMO energy (alpha / beta) (eV) = 3.87 / 3.82
- gap between HOMO and LUMO (alpha / beta) (eV) = 3.0681 / 5.5276
- energy (Ha) = -197.53634
- relative energy (zero: lowest compared OMol25 entry of this formula, charge and spin) (kcal per mole) = 58.7
- expectation value of S² = 0.755

=====

- Which formula does entry 8 have?
  C5H12

=====

- Which value of multiplicity does entry 1 give?
  1